Record 1
{"formula": "C28H21AuN5O2S2", "method": "ωB97M-V/def2-TZVPD", "species": ["H", "C", "H", "C", "N", "C", "C", "C", "H", "C", "Au", "C", "C", "C", "H", "S", "N", "H", "O", "C", "N", "H", "C", "S", "H", "C", "H", "C", "H", "C", "C", "C", "H", "C", "H", "C", "H", "O", "N", "C", "H", "C", "C", "H", "H", "C", "C", "H", "C", "H", "H", "H", "N", "C", "C", "H", "C", "C", "H"], "coordinates": [[-0.09178, 5.81196, -0.04447], [1.80830, 5.01740, 0.60371], [3.74131, 0.42036, -6.01710], [-1.12549, -3.23689, -2.72771], [-2.75662, -1.29095, 0.52777], [-2.44056, -3.49686, -2.34920], [2.08242, 0.75393, -4.68932], [1.90016, 2.63444, 0.68121], [0.34393, 1.00690, 2.70227], [0.75242, 1.85438, -6.81390], [0.10345, 0.41579, -0.37877], [0.49635, 4.92953, 0.16110], [3.74951, 1.16222, 1.57373], [2.51804, 1.32487, 0.94284], [4.30014, 2.03314, 1.90464], [-1.18494, 1.41056, -2.48765], [-0.93547, -1.63737, -0.95825], [1.82044, -1.97616, 0.39252], [2.72403, -1.33131, -3.19830], [-1.32038, 0.50903, 3.95564], [-1.06899, -0.04565, 1.64297], [-0.66120, -3.73730, -3.56434], [-2.17454, -1.91671, -0.57372], [2.65451, 0.10088, -3.14796], [4.01760, -2.21406, 1.51167], [-2.24131, -0.67098, 1.65989], [5.23767, -0.20250, 2.27701], [-0.41981, -2.30644, -2.00643], [2.52522, 1.42260, -7.93780], [2.52175, 3.86089, 0.86530], [1.85378, 0.16143, 0.55559], [2.04595, 1.36536, -6.96991], [0.60175, -2.05903, -2.27054], [-0.62027, 0.51935, 2.77620], [-0.91233, 0.97908, 4.83784], [0.10805, 1.79285, -5.58456], [-0.89837, 2.16736, -5.45092], [3.75839, 0.83846, -2.62109], [0.64100, 2.56446, 0.22073], [-0.04894, 3.67489, -0.03334], [-3.98629, -1.21782, 2.80416], [3.59700, -1.22908, 1.36075], [2.35858, -1.10223, 0.73610], [0.24252, 2.28864, -7.66296], [-1.05222, 3.54260, -0.41430], [-2.56655, -0.11594, 3.96600], [4.28100, -0.10056, 1.78383], [-3.97846, -3.04276, -0.93069], [-2.96821, -2.84202, -1.26321], [3.54847, 3.91086, 1.19691], [-3.70874, -1.58884, 0.66374], [2.27623, 5.98345, 0.73745], [1.25836, 0.52553, -2.33851], [-3.03086, -0.71005, 2.81915], [0.34551, 1.04887, -3.12209], [-3.04201, -4.21301, -2.89283], [0.79343, 1.23502, -4.52132], [2.73627, 0.80212, -5.90114], [-3.16026, -0.14791, 4.86962]], "lowdin_charge": [0.115, -0.028, 0.129, -0.041, 0.128, -0.040, -0.213, -0.216, 0.104, -0.044, 1.039, -0.034, -0.006, -0.183, 0.114, 0.671, 0.029, 0.109, -0.282, -0.047, 0.052, 0.115, -0.297, 0.654, 0.116, -0.284, 0.115, -0.122, 0.116, 0.015, -0.207, -0.043, 0.085, -0.115, 0.113, -0.009, 0.113, -0.263, 0.031, -0.118, 0.120, -0.048, -0.069, 0.114, 0.091, -0.042, -0.051, 0.119, -0.001, 0.116, 0.132, 0.120, -0.185, 0.001, -0.789, 0.119, -0.221, -0.016, 0.120], "fmax_ev_per_a": 1.330, "homo_ha": -0.4069, "spin_multiplicity": 1, "total_energy_ev": -66278.602, "e_above_lowest_kj_mol": 89.2, "total_charge": 1}

Record 2
{"formula": "C28H21BF2N6O5PbSe", "method": "ωB97M-V/def2-TZVPD", "species": ["F", "H", "C", "H", "C", "Se", "F", "C", "C", "C", "H", "H", "B", "N", "C", "H", "C", "C", "H", "C", "Pb", "N", "C", "H", "C", "C", "C", "H", "C", "C", "N", "C", "C", "C", "C", "H", "C", "C", "C", "C", "O", "C", "N", "N", "H", "H", "H", "O", "C", "H", "H", "H", "O", "C", "H", "H", "N", "H", "H", "C", "C", "O", "H", "O", "H"], "coordinates": [[0.37568, 0.83374, -4.00273], [-5.73827, 2.66813, -1.35251], [-2.07922, 2.34568, 2.19925], [0.72683, -0.55787, 5.15071], [-1.38307, -2.68888, -2.27032], [-3.99070, 2.98484, 2.62072], [2.24923, 0.16153, -3.00234], [0.07840, 0.18727, 4.68641], [2.20246, 2.05287, 2.03039], [-4.27835, 1.38867, -2.27163], [0.00613, 1.06930, 5.31572], [-0.68135, -1.11120, -5.20952], [0.96954, -0.09956, -3.24866], [-0.23027, -2.12612, -0.18499], [0.60595, 0.54738, 3.30319], [-0.91297, -0.24050, 4.56431], [-1.20259, -1.75455, -4.51446], [3.72681, 2.26047, 4.42444], [-4.79357, 1.30779, -3.22192], [-2.29490, -2.49449, -4.94437], [-0.03012, 0.47962, 0.02443], [-4.74063, 2.94629, 0.95521], [4.15587, 2.90242, 3.26058], [4.30970, 2.32828, 5.33387], [-3.07904, 0.73159, -2.08279], [-2.92003, -3.35531, -4.04959], [-4.80258, 2.13821, -1.23687], [2.62983, -3.46719, 6.45847], [-4.14138, 2.23972, 0.01003], [-2.46819, -3.44870, -2.75549], [0.19351, -2.64681, 0.97827], [-2.85477, 1.58564, 0.06334], [-0.94680, -2.91262, -0.92858], [2.56625, 1.53345, 4.39483], [2.36535, -3.21069, 5.43824], [4.09068, -1.96171, 5.14145], [2.86812, -2.02847, 3.39404], [3.41395, 2.81074, 2.12079], [0.86791, -3.36841, 3.57603], [1.78300, 1.38298, 3.23564], [3.69000, -1.22587, 2.71045], [1.30231, -2.11054, 1.45871], [-2.38741, 0.85365, -0.94368], [-1.16327, 2.61806, 3.02530], [-2.62297, 0.12704, -2.85394], [5.08353, 3.46349, 3.26660], [-3.76111, -3.95249, -4.37816], [1.59494, 2.06434, 0.91784], [3.18861, -2.37386, 4.70955], [-2.96529, -4.11235, -2.06250], [-1.46896, 3.13304, 3.84243], [3.21243, -1.06623, 1.82206], [0.44780, -1.23513, -2.86762], [1.20297, -3.71516, 4.87095], [0.56059, -4.36876, 5.44779], [-2.64016, -2.40996, -5.96502], [-1.94835, 1.69545, 1.07373], [-0.04331, -3.71550, 3.11472], [3.73225, 3.30797, 1.21555], [-0.74381, -1.84931, -3.21401], [1.68644, -2.54010, 2.81972], [2.06285, -1.32904, 0.80835], [-1.20619, -3.89793, -0.52546], [0.02625, -0.00914, 2.36228], [2.26217, 1.02827, 5.29963]], "lowdin_charge": [0.238, 0.082, -0.742, 0.070, -0.127, 0.770, 0.248, -0.014, -0.382, -0.148, 0.077, 0.118, -0.944, -0.069, -0.389, 0.088, -0.019, -0.136, 0.075, -0.085, 1.585, -0.415, -0.122, 0.078, -0.219, -0.103, -0.087, 0.089, -0.433, -0.038, 0.034, -0.361, -0.100, -0.063, -0.120, 0.108, -0.282, -0.030, -0.037, -0.111, 0.048, -0.497, -0.046, 0.063, 0.069, 0.087, 0.094, -0.221, -0.033, 0.108, 0.013, 0.076, 0.208, -0.122, 0.085, 0.095, -0.055, 0.103, 0.100, -0.171, -0.091, -0.082, 0.117, -0.128, 0.097], "fmax_ev_per_a": 2.548, "homo_ha": 0.0015, "spin_multiplicity": 1, "total_energy_ev": -125265.728, "e_above_lowest_kj_mol": 24.0, "total_charge": -2}

Record 3
{"formula": "C28H21F5N7O3RuS4", "method": "ωB97M-V/def2-TZVPD", "species": ["C", "C", "C", "H", "C", "H", "C", "C", "C", "C", "H", "H", "O", "H", "C", "C", "C", "N", "C", "C", "H", "H", "H", "S", "C", "N", "O", "H", "H", "S", "C", "C", "H", "N", "H", "S", "N", "N", "C", "H", "C", "C", "H", "H", "C", "C", "H", "O", "F", "C", "H", "C", "F", "H", "F", "F", "N", "Ru", "N", "F", "H", "H", "C", "H", "C", "C", "C", "S", "C"], "coordinates": [[2.08695, 6.51727, -0.94696], [2.94548, 0.48379, 1.35529], [6.20387, -4.96491, -0.56452], [-3.87080, -1.58411, -0.13268], [-1.19231, 2.42977, -4.64842], [4.72485, 0.93468, 2.45067], [1.52105, 2.79253, -1.51683], [1.16627, -4.08022, 1.16829], [-0.54140, 0.24804, -3.79837], [0.72509, 5.56454, 0.81542], [2.57392, 7.38517, -1.37293], [0.22853, -4.23047, 1.70173], [2.14188, 2.45712, -2.52299], [5.15451, 1.54402, -1.34969], [-1.86791, -1.80902, 0.07175], [0.83057, 4.35680, 0.15625], [1.26984, -2.65835, 0.72360], [-3.14126, -2.24017, 0.08161], [5.47931, -2.31595, -1.08344], [4.93054, -4.65071, -1.01319], [8.12862, -4.16215, -0.04573], [6.47963, -5.99238, -0.36744], [0.15937, 5.66020, 1.73283], [-0.28951, -0.98854, -2.57596], [1.53450, 4.20876, -1.01827], [4.27015, 1.10491, -1.54964], [-1.33024, 2.90519, 0.34855], [3.50305, 1.66496, -1.94169], [1.99426, -4.37149, 1.80934], [2.62706, -0.85710, -2.06918], [-0.87963, 2.05775, -5.93845], [-0.41185, 0.77820, -6.17426], [7.49391, -1.83884, -0.50551], [0.29783, -2.06468, 0.12933], [2.67464, 1.50749, 1.15440], [0.08767, 2.80199, 0.53052], [0.81043, 1.97537, -0.70735], [2.11136, -0.44087, 0.88704], [4.36306, -1.18590, 2.28427], [2.72074, 5.16762, -2.51950], [2.35180, -1.75140, 1.12326], [3.48779, -2.14904, 1.80875], [3.56589, -3.11472, -1.63678], [4.20456, -5.43843, -1.17327], [6.76593, -2.63182, -0.64695], [7.12507, -3.94265, -0.38649], [6.04874, -0.37335, -1.07601], [0.56258, 2.28176, 1.78798], [-0.10928, 0.40235, -7.42139], [1.37341, 6.65212, 0.24266], [-3.30610, -3.21497, -0.10670], [4.55591, -3.33919, -1.27533], [-1.66618, 3.65699, -4.40745], [1.31726, 7.62101, 0.72223], [-1.03730, 2.91556, -6.94901], [0.22403, -1.31627, -5.40227], [-0.90836, -2.69588, 0.04452], [0.53372, -0.18458, -0.55053], [5.22934, -0.93155, -1.26287], [-1.41369, 1.94750, -2.39704], [5.25229, -1.48561, 2.82385], [3.69315, -3.19756, 1.96695], [-1.03353, 1.53358, -3.60517], [1.14389, -4.74072, 0.29965], [-0.24783, -0.09703, -5.12008], [2.17622, 5.29051, -1.59234], [4.12843, -0.22019, -1.59318], [-1.60461, -0.06950, 0.17592], [4.08364, 0.15134, 2.07099]], "lowdin_charge": [-0.062, -0.118, -0.093, 0.090, -0.141, 0.111, -0.511, -0.008, -0.462, -0.026, 0.106, 0.084, 0.004, 0.118, -0.823, -0.213, -0.261, 0.094, -0.235, -0.076, 0.105, 0.102, 0.124, 0.619, -0.131, 0.128, -0.321, 0.043, 0.067, 0.709, -0.140, -0.144, 0.110, -0.185, 0.094, 0.589, -0.176, -0.017, -0.046, 0.122, -0.227, -0.007, 0.042, 0.107, -0.039, -0.086, 0.135, -0.318, 0.116, -0.064, 0.106, -0.051, 0.119, 0.107, 0.122, 0.075, 0.011, 0.739, 0.085, 0.069, 0.115, 0.111, -0.232, 0.093, -0.245, 0.002, -0.759, 0.686, -0.040], "fmax_ev_per_a": 0.851, "s2": 0.76, "homo_ha": [-0.2722, -0.2713], "spin_multiplicity": 2, "total_energy_ev": -105461.702, "e_above_lowest_kj_mol": 48.6}

Record 4
{"formula": "C28H21IO8P4", "method": "ωB97M-V/def2-TZVPD", "species": ["H", "H", "H", "O", "C", "O", "C", "C", "C", "H", "C", "I", "C", "H", "C", "O", "C", "P", "C", "H", "C", "C", "O", "C", "H", "H", "C", "H", "H", "C", "C", "C", "C", "C", "P", "H", "C", "H", "H", "C", "H", "O", "H", "P", "O", "C", "C", "H", "H", "H", "H", "P", "O", "H", "C", "C", "H", "C", "O", "C", "C", "C"], "coordinates": [[6.91068, -1.30863, 4.28737], [4.98275, -1.72071, 5.76963], [-5.83856, 1.62483, 1.25352], [2.26086, -3.43152, 1.04518], [4.90607, -1.93819, 4.71180], [2.67688, -2.52409, 6.28934], [-4.69754, 2.20723, -0.47266], [-0.01762, -2.84681, -3.08219], [-2.83336, -1.61372, -0.12566], [1.34307, 5.51845, -2.75364], [3.71943, -2.44323, 4.18660], [-2.40225, 6.88125, -3.08228], [-3.12428, 0.57892, -1.29033], [0.16216, 4.71133, -7.34533], [4.71669, -2.48972, 1.98884], [0.11244, 8.94892, -1.36310], [2.34751, -3.19822, 2.23672], [1.15379, 5.95541, -4.10971], [1.29464, -3.17453, 4.50499], [0.68128, -3.17242, -3.84287], [-1.50660, -1.17311, -2.20018], [3.61972, -2.70595, 2.81948], [0.81290, 4.36642, -6.72002], [2.57204, -2.70197, 5.09040], [-3.43962, 2.50951, -2.18172], [-0.35345, -0.93967, -4.00052], [-2.11022, 0.17734, -2.29615], [-0.41553, 2.46153, -4.23816], [-1.47505, -3.93525, -0.22504], [-0.03571, -3.79934, 2.59175], [-0.32730, -3.68555, -2.01564], [-1.83499, -2.02397, -1.14324], [0.19677, -3.38809, 5.33519], [-1.01276, -3.79901, 4.79270], [0.41606, 9.20798, -2.83978], [0.13591, -4.66177, -1.94165], [-3.72633, 1.83013, -1.38848], [-5.16622, 3.18052, -0.55299], [-0.36502, 10.35301, -3.21920], [-3.48599, -0.28937, -0.26000], [4.64707, -2.70476, 0.93007], [-1.37263, 4.60031, -5.35820], [-4.75926, -0.58468, 1.44831], [-0.30006, 7.60375, -4.17743], [-3.11638, -2.35265, 0.79887], [-1.23407, -3.27640, -1.04882], [-5.07319, 1.33382, 0.54436], [-0.13214, -3.95815, 1.52625], [-1.86655, -3.96074, 5.43947], [6.74974, -1.82105, 1.86979], [-2.07851, -4.30859, 2.99601], [0.10858, 4.35008, -5.19919], [-1.78162, 0.94206, -3.18790], [1.77242, 9.55433, -3.10196], [1.18142, -3.39256, 3.13133], [5.99089, -1.70823, 3.87784], [0.28386, -3.22994, 6.40269], [-0.60092, -1.59110, -3.17201], [0.42683, 2.85696, -4.52413], [-1.13132, -3.99762, 3.41978], [-4.46638, 0.08996, 0.65380], [5.89897, -1.99270, 2.51808]], "lowdin_charge": [0.107, 0.121, 0.108, 0.099, 0.001, 0.104, -0.051, -0.049, -0.274, -0.103, -0.083, 0.334, -0.081, 0.068, 0.000, -0.581, -0.277, 0.428, -0.084, 0.109, -0.081, -0.083, -0.215, -0.280, 0.121, 0.121, -0.262, 0.041, 0.108, 0.006, -0.045, -0.077, 0.002, -0.052, 0.374, 0.112, 0.005, 0.109, -0.009, -0.082, 0.120, -0.446, 0.121, -0.032, 0.098, -0.003, -0.052, 0.097, 0.108, 0.107, 0.108, 0.308, 0.087, -0.019, -0.080, -0.057, 0.120, 0.005, -0.195, -0.049, 0.003, -0.058], "fmax_ev_per_a": 4.144, "homo_ha": -0.3336, "spin_multiplicity": 1, "total_energy_ev": -91015.778, "smiles": "O=C1c2ccccc2C(=O)c2ccccc21.O=C1c2ccccc2C(=O)c2ccccc21.O=[PH2]P(I)#[PH]P(=O)(O)O"}